Entry 1:
{
  "formula": "C2H2BrN",
  "method": "wB97M-V/def2-TZVPD",
  "e_above_lowest_kcal_mol": 31.62,
  "homo_lumo_gap_ev": 8.44,
  "e_lumo_ev": -2.14,
  "e_homo_ev": -10.5828,
  "elements": ["C", "C", "N", "Br", "H", "H"],
  "coordinates": [[0.988487, -0.043063, -0.127057], [-0.336158, -0.367913, 0.321272], [2.076301, 0.197333, -0.357721], [-1.389410, 1.382787, -1.059753], [-0.742716, -1.139443, -0.217975], [-0.596504, -0.029700, 1.441233]],
  "forces_ev_per_a": [[-1.3, -0.5, 1.2], [-0.1, 5.2, 1.1], [1.5, 0.3, -0.5], [0.9, -1.9, 1.6], [-1.4, -2.0, -0.5], [0.4, -1.2, -2.9]]
}


Entry 2:
{
  "formula": "C2HFLuO2",
  "method": "wB97M-V/def2-TZVPD",
  "homo_lumo_gap_ev": 4.60,
  "e_lumo_ev": -7.30,
  "e_homo_ev": -11.8983,
  "charge": 1,
  "elements": ["C", "C", "O", "Lu", "F", "H", "O"],
  "coordinates": [[-0.064081, -0.878115, -0.240904], [-1.051967, -0.703971, -1.111309], [-1.898299, -0.588850, -1.921208], [1.712155, 1.672040, 0.924987], [0.362878, 2.390499, 2.195420], [-0.096225, -1.841243, 0.284835], [1.035537, -0.050361, -0.131820]],
  "forces_ev_per_a": [[-0.4, -0.8, 0.0], [-0.8, 0.4, -1.6], [1.4, -0.2, 1.7], [-2.9, -2.2, -0.3], [1.7, -0.8, -1.5], [0.2, 0.6, 0.0], [0.8, 2.9, 1.8]]
}


Entry 3:
{
  "formula": "C21H27N3O2",
  "method": "wB97M-V/def2-TZVPD",
  "e_above_lowest_kcal_mol": 17.56,
  "homo_lumo_gap_ev": 8.65,
  "e_lumo_ev": 0.52,
  "e_homo_ev": -8.1239,
  "smiles": "C[C@H](NC(=O)Cc1cccc2ccccc12)C(=O)N1CCCN(C)CC1",
  "elements": ["C", "H", "H", "H", "C", "N", "C", "O", "C", "C", "C", "C", "C", "C", "C", "C", "C", "C", "C", "H", "H", "H", "H", "H", "H", "H", "H", "H", "H", "H", "C", "O", "N", "C", "H", "H", "C", "H", "H", "C", "N", "C", "H", "H", "H", "C", "H", "C", "H", "H", "H", "H", "H"],
  "coordinates": [[0.413730, -3.558195, 1.610156], [0.692799, -4.497301, 1.138911], [-0.439915, -3.727612, 2.261808], [1.245757, -3.200366, 2.212806], [0.068161, -2.519072, 0.549873], [1.182928, -2.328610, -0.362515], [0.951971, -1.970027, -1.648444], [-0.108284, -2.151327, -2.211944], [2.129876, -1.265944, -2.313710], [2.087824, 0.124237, -1.731334], [1.168955, 1.004855, -2.249262], [0.962779, 2.267640, -1.681774], [1.667357, 2.639604, -0.572599], [2.625191, 1.773368, -0.008957], [3.351016, 2.149200, 1.140143], [4.280397, 1.315679, 1.691258], [4.534967, 0.071215, 1.100111], [3.846094, -0.323859, -0.012138], [2.858201, 0.499628, -0.597320], [4.083941, -1.281823, -0.452685], [5.282752, -0.579054, 1.531048], [4.826401, 1.607710, 2.576192], [3.151676, 3.116803, 1.578851], [1.499106, 3.600526, -0.107585], [0.233113, 2.933605, -2.120032], [0.576697, 0.706336, -3.102807], [1.952316, -1.236064, -3.388638], [3.062634, -1.787817, -2.116399], [1.999535, -1.938779, 0.093532], [-0.777424, -2.836103, -0.060365], [-0.141209, -1.141670, 1.206077], [0.844652, -0.541343, 1.609062], [-1.382289, -0.630635, 1.292046], [-2.590232, -1.270016, 0.815637], [-3.418719, -0.881616, 1.412634], [-2.522095, -2.345104, 0.985804], [-2.851418, -0.972852, -0.666579], [-3.440236, -1.783105, -1.097715], [-1.897807, -0.959598, -1.195922], [-3.611001, 0.342036, -0.888868], [-3.402426, 1.320121, 0.164825], [-4.190876, 2.509469, -0.068638], [-3.898735, 3.049658, -0.983066], [-5.239647, 2.227709, -0.159988], [-4.089606, 3.180236, 0.782985], [-2.003540, 1.599898, 0.449332], [-1.892557, 2.653556, 0.714465], [-1.521937, 0.766975, 1.644119], [-0.541514, 1.115911, 1.972724], [-2.241826, 0.863422, 2.461913], [-1.353986, 1.403590, -0.414276], [-4.686026, 0.136063, -0.903619], [-3.337502, 0.748848, -1.879116]],
  "forces_ev_per_a": [[-0.1, 0.1, -0.2], [0.0, -0.1, 0.0], [-0.1, 0.0, 0.1], [0.1, 0.0, 0.1], [0.0, 0.0, 0.0], [0.1, -0.3, 0.4], [0.5, -0.2, -0.3], [-0.3, 0.0, -0.2], [-0.3, 0.0, 0.0], [0.0, 0.3, -0.2], [0.2, -0.3, 0.0], [0.0, 0.2, 0.2], [-0.2, 0.0, -0.2], [0.0, -0.2, -0.1], [0.1, 0.0, 0.2], [-0.1, 0.3, 0.1], [0.0, -0.3, -0.2], [0.2, -0.1, 0.1], [0.0, 0.4, 0.0], [0.0, -0.1, 0.0], [0.0, -0.1, 0.0], [0.0, 0.1, 0.1], [0.0, 0.1, 0.1], [0.0, 0.1, 0.0], [0.0, 0.1, 0.0], [0.0, -0.1, -0.1], [0.0, -0.1, 0.1], [0.0, 0.0, 0.0], [-0.1, 0.0, -0.1], [0.1, 0.1, 0.1], [-0.1, -0.3, 0.0], [0.3, 0.0, 0.0], [-0.2, 0.3, 0.3], [-0.1, -0.4, -0.4], [0.1, -0.2, 0.1], [0.0, 0.1, 0.0], [-0.1, 0.1, 0.1], [0.0, 0.0, -0.1], [0.0, -0.1, 0.0], [-0.1, -0.1, 0.0], [-0.1, 0.0, -0.1], [0.0, 0.0, 0.0], [0.0, 0.0, 0.0], [-0.1, 0.1, 0.0], [0.0, 0.1, 0.0], [0.1, -0.2, 0.4], [0.0, 0.0, 0.0], [0.3, 0.4, 0.0], [-0.1, 0.0, 0.0], [0.0, 0.1, 0.0], [0.0, 0.1, 0.0], [0.0, 0.0, -0.1], [-0.1, 0.0, 0.0]]
}